C10H15NO3S as an isolated structure at a distorted geometry. Source: the Open Molecules 2025 dataset; level of theory: ωB97M-V with the def2-TZVPD basis set.

Results
Net charge = 0
HOMO = -0.3412 Ha
Multiplicity = 1
LUMO level = 0.00385 hartree
HOMO-LUMO gap = 9.389 eV
Maximum force = 3.66 eV/A
Energy relative to the best compared isomer or geometry (same formula, charge and spin) = 465.4 kJ/mol
Total energy = -1068.52190 hartree

CARTESIAN COORDINATES (ANGSTROEM)
C 0.4411 -0.6237 1.2999
C -1.7815 -0.3651 -0.6755
C -0.6323 -1.4729 -0.6136
C -1.0368 0.8695 -0.3151
C 0.6223 -0.7299 -0.2294
C -0.6385 0.3743 1.6123
C 0.3717 0.6735 -0.8713
C 1.9183 -1.4979 -0.6171
C 1.4760 1.6519 -0.2664
C 0.3880 0.7919 -2.3503
N -0.7512 1.2564 2.7740
O 0.8802 -1.3642 2.1404
O -1.6833 -0.9957 3.7968
O -3.2157 0.3681 2.4465
S -1.8857 0.0015 2.8227
H -2.1685 -0.3437 -1.7678
H -2.5363 -0.5481 0.1117
H -0.7656 -2.1604 0.1466
H -0.5498 -1.8395 -1.6896
H -1.5866 1.7967 -0.6607
H 1.7375 -2.6283 -0.8867
H 2.5022 -1.4983 0.2363
H 2.5037 -0.8744 -1.3633
H 1.7246 1.1754 0.6506
H 0.9963 2.6045 -0.1475
H 2.3422 1.6757 -0.8360
H 0.7829 1.7311 -2.7505
H -0.6030 0.5372 -2.6180
H 1.0833 -0.0262 -2.7500
H 0.0647 1.4605 3.3712

These are the Mulliken partial charges, in e, on atoms 1 to 4: atom 1 (C): -0.293, atom 2 (C): -0.792, atom 3 (C): -1.533, atom 4 (C): -0.191